[1]
ORCA calculation (ωB97M-V/def2-TZVPD) on C26H61AlN8O9 as an isolated structure at a distorted geometry.

```
105
Properties=species:S:1:pos:R:3:forces:R:3
Al -2.136700 -4.490827 -0.622357 -0.2 0.9 0.0
C -0.116684 -0.247101 -0.557959 0.3 -0.1 -0.9
C 0.554916 -1.495876 -0.041874 -4.2 -0.1 1.3
O 0.022038 -2.591283 -0.428831 0.9 -0.2 0.1
H -0.257034 -0.336765 -1.639761 -0.1 0.3 0.3
H 0.434419 0.661332 -0.354926 -0.2 -0.1 0.4
H -1.125752 -0.277927 -0.136624 0.1 0.2 0.3
H 0.742962 -1.469871 1.064138 0.9 -0.2 -0.2
H 1.642156 -1.507163 -0.440203 1.6 -0.2 -0.5
C 2.064710 4.268991 -1.606396 -0.6 -0.4 -0.7
O 2.213813 3.934402 -0.462750 0.5 -0.2 0.5
N 1.311300 3.535685 -2.513257 0.1 1.9 0.0
C 0.821216 4.206062 -3.726548 0.0 -0.9 -0.3
C 0.521826 2.462309 -1.998522 0.4 -0.5 -1.3
H 2.523833 5.153634 -2.058622 0.1 0.2 0.0
H -0.223791 4.530839 -3.664955 0.1 -0.1 0.3
H 0.896459 3.481386 -4.550082 -0.1 0.2 0.0
H 1.406338 5.074866 -4.011396 0.3 0.0 0.3
H 0.498598 1.725008 -2.815230 -0.2 -0.2 0.2
H 1.071890 2.039620 -1.170628 -0.2 0.3 0.2
H -0.509852 2.736936 -1.770308 0.1 0.1 0.3
C 1.902814 -3.666396 4.206436 0.8 0.2 0.5
O 1.635596 -3.011730 5.206534 -0.2 -0.3 -0.7
N 3.102398 -4.271355 3.993353 -1.5 0.0 0.0
C 3.427875 -4.972111 2.767394 0.9 -0.1 1.1
C 4.094613 -4.207089 5.020349 1.7 0.5 -0.2
H 1.199986 -3.795191 3.362635 0.0 -0.1 0.0
H 3.759664 -5.980496 3.034945 -0.4 -0.1 -0.2
H 4.327237 -4.512298 2.342969 -0.4 0.1 -0.5
H 2.566572 -4.988844 2.119176 0.0 0.0 -0.4
H 4.732276 -5.093180 5.046202 -0.5 -0.3 0.0
H 4.811185 -3.415780 4.747688 -0.2 0.1 0.4
H 3.687700 -4.012273 6.000454 -0.3 0.1 0.0
C -3.686079 -2.239908 2.177963 -0.3 0.2 0.2
O -2.916744 -2.549474 1.263034 0.7 -0.4 -0.5
N -3.340934 -1.766207 3.369628 -0.5 -0.3 0.3
C -4.363887 -1.387306 4.335183 0.0 0.7 0.3
C -1.966796 -1.578210 3.771696 0.6 0.0 -0.8
H -4.771996 -2.309410 2.049527 0.0 -0.1 0.0
H -5.366287 -1.640147 4.003815 0.0 -0.1 -0.2
H -4.304600 -0.304472 4.486734 -0.2 -0.1 0.0
H -4.206492 -1.844499 5.311426 0.2 -0.2 -0.1
H -1.809555 -1.757964 4.828506 -0.2 -0.2 0.1
H -1.358340 -2.250489 3.168216 0.1 -0.1 0.2
H -1.620433 -0.568741 3.536906 -0.1 0.1 0.2
C -2.086701 -2.125175 -4.011338 -0.2 0.2 -0.2
O -2.130444 -2.648428 -2.908156 -0.4 -0.8 1.0
N -1.008140 -1.504857 -4.475354 0.6 0.5 -0.2
C -0.978998 -0.828332 -5.773955 -0.4 -0.2 0.3
C 0.195931 -1.486635 -3.678719 0.6 0.3 0.3
H -2.938306 -2.101291 -4.703396 -0.1 -0.1 0.1
H -2.004521 -0.618275 -6.072664 0.0 -0.2 -0.2
H -0.488178 -1.456533 -6.514529 0.1 0.2 -0.1
H -0.486934 0.137226 -5.674724 0.2 -0.1 0.0
H 1.026768 -2.010510 -4.159069 -0.1 0.0 -0.1
H 0.517961 -0.459906 -3.456786 0.0 0.0 -0.5
H 0.035115 -1.917707 -2.691090 -0.3 -0.5 -0.4
C 1.611207 2.663653 4.122748 -0.1 1.0 1.0
O 0.481460 2.828879 3.724409 -0.5 -0.8 -0.6
N 2.199338 1.511063 4.503359 0.0 0.4 -0.1
C 3.557184 1.470058 4.984270 0.0 0.2 0.5
C 1.661453 0.215511 4.326709 -0.1 -1.5 -0.2
H 2.217700 3.548318 4.356577 0.4 -0.1 -0.2
H 4.148336 0.879329 4.283293 0.4 0.2 0.1
H 3.598460 0.998199 5.969768 -0.1 -0.2 -0.1
H 3.940484 2.474868 5.140331 0.1 0.0 -0.4
H 0.631018 0.101133 4.008621 -0.2 0.8 0.0
H 2.267681 -0.312372 3.568288 0.0 -0.1 0.2
H 1.748676 -0.352534 5.257466 0.1 -0.1 -0.1
C -4.001088 3.251346 -3.500137 1.2 -1.4 1.4
O -4.560161 3.865497 -4.331374 -1.3 1.4 -1.8
N -3.798950 1.891232 -3.527410 -0.1 0.3 0.5
C -2.985320 1.279581 -2.537250 1.1 -0.8 0.2
C -4.212284 1.087579 -4.636492 -0.7 1.0 -1.2
H -3.538217 3.721940 -2.615712 0.0 -0.1 0.2
H -2.806206 1.912736 -1.674272 -0.1 0.3 0.0
H -1.993036 1.022936 -2.948360 0.0 0.0 0.0
H -3.376167 0.328859 -2.157527 -0.4 0.1 -0.1
H -4.915920 1.668824 -5.242849 -0.2 0.0 0.4
H -3.421662 0.942934 -5.384902 0.3 -0.6 0.5
H -4.734508 0.192993 -4.310919 0.3 -0.3 0.0
C -1.362243 2.635366 0.946439 -0.9 -1.0 0.9
O -0.999312 3.650391 0.451966 0.9 1.6 -1.0
N -2.667879 2.257802 1.011446 0.0 -0.8 0.4
C -3.693977 3.087114 0.471620 -0.8 0.9 -1.1
C -3.085014 1.027256 1.667869 0.7 0.3 -1.1
H -0.693572 1.906368 1.419082 0.2 -0.1 0.2
H -3.249282 3.868879 -0.142636 0.2 0.1 0.3
H -4.349293 3.586475 1.189125 0.2 -0.2 0.3
H -4.353715 2.560285 -0.230132 0.1 -0.4 0.3
H -3.534931 0.416641 0.876499 -0.8 0.0 0.5
H -2.215792 0.436917 1.945147 0.2 0.3 0.3
H -3.690680 1.265901 2.538415 -0.3 -0.4 -0.1
C 3.308750 -1.816328 -1.895743 3.1 0.3 -2.0
O 3.594350 -2.885725 -2.356682 -1.0 -0.4 0.5
N 3.962106 -0.674305 -2.120531 -1.9 0.3 0.9
C 3.598323 0.592651 -1.463872 1.4 -0.3 -0.2
C 5.046995 -0.607386 -3.065543 0.5 0.0 -1.2
H 2.456488 -1.725123 -1.181786 -0.8 0.3 0.8
H 3.573961 1.392978 -2.204248 -0.3 -0.1 0.0
H 4.451880 0.800711 -0.808207 -0.5 0.3 0.2
H 2.669104 0.529964 -0.910576 0.0 0.0 0.1
H 5.226751 -1.571769 -3.530919 0.1 -0.2 0.4
H 4.789446 0.042899 -3.911483 -0.1 0.2 0.4
H 5.952091 -0.220742 -2.597778 0.0 -0.1 0.1
```
Positions in Å, forces in eV/Å.

Values from the calculation:
- Calculated total energy: -64875.4252 eV
- Charge: +2

***

[2]
ORCA calculation (ωB97M-V/def2-TZVPD) on a 7-piece molecular cluster, C26H61Cl8N3 overall at a distorted geometry.

```
98
Properties=species:S:1:pos:R:3:forces:R:3
Cl -2.618806 -11.172667 -28.743108 0.5 0.1 0.2
C -4.202048 -11.059966 -29.559032 2.4 -1.3 -3.7
C -5.223303 -10.499662 -28.626016 5.7 5.7 -5.7
Cl -5.011365 -8.723818 -28.281888 -0.4 -0.8 -0.5
H -4.307016 -12.127847 -29.984968 -0.9 1.3 1.5
H -3.963910 -10.602377 -30.640093 -0.9 0.1 2.7
H -5.145635 -10.899389 -27.805394 1.2 -4.2 8.8
H -6.027255 -10.810131 -28.997843 -7.5 -1.2 -3.1
Cl -10.328805 -12.504365 -26.982027 1.0 -0.6 -0.4
C -8.743254 -12.825691 -27.869965 -2.4 6.8 -0.5
C -9.014209 -12.774095 -29.325672 0.6 3.0 -1.2
Cl -7.425532 -13.064581 -30.180336 -0.8 -0.1 0.2
H -8.368450 -13.673899 -27.664119 2.3 -6.4 2.2
H -8.019666 -12.035792 -27.527844 -0.8 -0.6 -0.4
H -9.348156 -11.752599 -29.641153 0.6 -0.7 0.4
H -9.807606 -13.355266 -29.706110 -0.4 -1.6 -0.2
Cl -8.347362 -14.004223 -33.448168 0.1 0.5 -0.3
C -9.371441 -12.693383 -34.099056 -1.2 -2.5 -5.4
C -10.201981 -12.137546 -33.065070 -0.1 -2.0 1.7
Cl -11.446655 -11.137394 -33.593300 -2.3 1.2 -1.1
H -10.021055 -13.208663 -35.015766 1.4 1.2 2.5
H -8.872151 -11.889666 -34.632441 0.9 -0.3 0.2
H -9.560801 -11.459648 -32.620413 1.2 0.9 2.2
H -10.525864 -12.996940 -32.447811 -0.2 0.9 0.2
Cl -2.474102 -15.535055 -28.089605 -0.1 0.0 0.5
C -3.289395 -15.230299 -26.504496 1.7 1.4 0.2
C -4.785835 -15.577284 -26.583932 5.2 -1.1 -6.6
Cl -5.478190 -14.435118 -27.743907 -0.7 -0.4 0.5
H -2.987688 -14.201830 -26.191129 -1.3 0.1 -1.1
H -2.615724 -15.601395 -25.729498 -0.7 -1.8 0.0
H -5.080603 -15.614794 -25.689454 -3.4 0.6 7.0
H -4.779981 -16.644516 -26.928314 -0.5 1.1 -0.3
C -7.337513 -14.054137 -23.866667 -1.0 0.8 -2.9
C -7.573282 -12.528978 -23.773411 0.8 -0.1 -1.4
N -6.522355 -11.763428 -24.510242 -0.5 -2.0 -0.5
C -6.971508 -10.512764 -24.960951 0.5 -0.5 -2.4
C -7.546390 -9.649450 -24.004078 -1.7 3.8 2.4
C -5.224820 -11.868431 -23.951771 0.3 -3.1 3.7
C -4.032600 -11.446658 -24.833689 -0.8 -2.0 0.4
H -8.236982 -14.577382 -23.590329 -0.2 -0.3 0.5
H -6.474048 -14.397221 -23.392606 1.1 -0.5 1.4
H -7.140787 -14.374305 -24.951348 -0.5 0.8 1.2
H -7.720069 -12.204157 -22.747445 0.5 0.0 0.6
H -8.523812 -12.253901 -24.239492 0.1 -0.3 -0.2
H -7.890362 -10.609993 -25.422616 -1.5 -1.8 -2.9
H -6.306278 -9.958038 -25.717872 -0.6 -0.9 1.3
H -7.945048 -9.821005 -23.019657 -1.0 -1.6 -0.1
H -8.117822 -8.839142 -24.457646 -0.7 -0.4 -0.2
H -6.827487 -9.072363 -23.653789 4.1 3.1 1.9
H -5.096213 -13.007388 -23.685565 0.0 1.8 -1.0
H -5.331805 -11.588451 -22.778465 1.1 0.7 -2.2
H -4.300435 -10.546585 -25.290966 0.0 1.5 -1.1
H -3.775618 -12.244367 -25.597601 -0.7 1.0 0.7
H -3.149220 -11.308288 -24.256314 0.6 0.2 0.6
C -8.599518 -6.294368 -27.578744 1.4 1.2 -3.0
C -9.011209 -7.516706 -28.335506 -0.4 -3.9 2.7
N -10.413518 -8.035769 -27.971985 1.0 0.2 3.2
C -11.325734 -8.499899 -29.021492 2.6 8.6 1.3
C -10.702566 -9.412721 -29.860676 0.8 1.9 -6.0
C -10.281339 -9.032711 -26.852391 -0.9 4.5 -0.1
C -11.561160 -9.374667 -26.191121 1.0 -0.2 2.7
H -9.367308 -5.526756 -27.777616 0.6 0.0 0.4
H -7.539931 -5.960589 -27.972693 -2.1 -0.4 0.5
H -8.451423 -6.470934 -26.583521 0.0 -0.3 2.8
H -8.175433 -8.397689 -28.197647 -1.9 1.9 -0.5
H -9.072446 -7.259574 -29.309515 0.1 0.6 -3.5
H -11.302192 -7.516898 -29.607049 -0.2 -0.7 0.2
H -12.358059 -8.332043 -28.757426 -0.4 -1.7 0.4
H -9.717855 -9.589101 -30.167006 2.4 0.3 1.7
H -10.883629 -9.030936 -30.900256 -1.0 -0.9 0.2
H -11.168739 -10.226943 -29.725915 -2.9 -7.0 0.1
H -9.558781 -8.557727 -26.143393 -0.3 -1.2 -0.5
H -10.172601 -9.936706 -27.249543 2.9 -3.8 -1.8
H -11.373671 -10.196832 -25.461661 -0.1 0.6 -0.3
H -12.360875 -9.672822 -26.763019 -1.5 -0.9 -2.0
H -11.907926 -8.547185 -25.671836 -0.9 1.6 1.4
C -13.134893 -17.954871 -30.162348 0.3 -0.1 -3.3
C -12.225453 -17.329433 -29.086577 1.0 -1.8 -0.2
N -10.853097 -16.962895 -29.386037 2.7 -1.7 -4.1
C -10.062163 -16.170495 -28.498364 -3.9 3.4 -0.4
C -10.215304 -16.616733 -27.144466 -2.7 -1.0 -0.1
C -9.971116 -18.080433 -29.848752 -0.7 0.9 -0.5
C -8.812676 -17.603993 -30.704894 0.6 -7.2 3.4
H -13.382057 -17.088629 -31.035912 0.2 -2.7 2.4
H -13.981314 -18.712413 -29.888057 0.8 2.5 0.3
H -12.584789 -18.787436 -30.697047 0.1 1.3 0.1
H -12.120164 -18.074236 -28.341516 -0.6 -1.0 1.4
H -12.657562 -16.495688 -28.665340 -1.2 1.9 1.0
H -10.696149 -15.264907 -28.358391 0.3 0.4 -1.0
H -9.093774 -15.671191 -28.782308 -0.7 -1.6 -0.2
H -10.964852 -17.272205 -26.723350 -1.3 0.3 -1.0
H -10.124372 -15.838249 -26.548517 -0.3 4.1 3.1
H -9.477441 -17.095341 -26.810271 6.7 -4.5 2.2
H -10.526273 -18.714038 -30.470996 -1.2 -0.7 -1.2
H -9.676418 -18.816748 -29.121719 0.5 0.1 1.3
H -8.099858 -17.092798 -30.228885 2.9 1.8 1.9
H -9.112641 -17.139857 -31.448442 -3.4 5.3 -6.6
H -8.380491 -18.454347 -31.323347 0.0 0.3 1.5
```
Positions in Å, forces in eV/Å.

Values from the calculation:
- ΔE to the lowest compared entry with this formula, charge and spin: 1344.8 kJ/mol
- SMILES: CCN(CC)CC.CCN(CC)CC.CCN(CC)CC.ClCCCl.ClCCCl.ClCCCl.ClCCCl